(1)
Molecular formula: C24H49F9N6O12S2
Method: DFT, wB97M-V/def2-TZVPD

Last columns: bonded neighbours and bond lengths (Å).
Atoms and positions in Å:
1 C 0.173 -0.314 0.320  O2 1.409, O3 1.334, C4 1.515, H15 1.107
2 O -0.185 1.034 0.517  C1 1.409, C8 1.435
3 O -0.550 -0.883 -0.645  C1 1.334
4 C 1.667 -0.357 0.071  C1 1.515, F5 1.351, F6 1.362, F7 1.360
5 F 2.160 -1.611 0.157  C4 1.351
6 F 2.021 0.089 -1.167  C4 1.362
7 F 2.375 0.385 0.964  C4 1.360
8 C -1.161 1.299 1.536  O2 1.435, C9 1.514, H13 1.093, H14 1.093
9 C -0.580 2.074 2.699  C8 1.514, H10 1.083, H11 1.102, H12 1.087
10 H 0.215 1.511 3.173  C9 1.083
11 H -0.051 2.965 2.324  C9 1.102
12 H -1.345 2.523 3.327  C9 1.087
13 H -1.626 0.383 1.913  C8 1.093
14 H -1.950 1.914 1.097  C8 1.093
15 H 0.022 -0.892 1.252  C1 1.107
16 C 1.678 -2.726 -2.852  C17 1.481, H23 1.091, H24 1.082, H25 1.102
17 C 2.761 -3.620 -3.322  C16 1.481, O18 1.157, N19 1.548
18 O 3.799 -3.360 -3.759  C17 1.157
19 N 2.502 -5.137 -3.152  C17 1.548, H20 1.026, H21 1.027, C22 1.509
20 H 3.352 -5.550 -2.751  N19 1.026
21 H 1.747 -5.298 -2.475  N19 1.027
22 C 2.033 -5.718 -4.463  N19 1.509, H26 1.083, H27 1.087, H28 1.085
23 H 0.688 -3.024 -3.198  C16 1.091
24 H 1.943 -1.698 -3.059  C16 1.082
25 H 1.611 -2.819 -1.756  C16 1.102
26 H 0.984 -5.472 -4.572  C22 1.083
27 H 2.146 -6.800 -4.465  C22 1.087
28 H 2.671 -5.326 -5.249  C22 1.085
29 C -1.785 -5.112 0.558  C30 1.462, H36 1.087, H37 1.092, H38 1.110
30 C -2.947 -4.265 0.291  C29 1.462, O31 1.164, N32 1.527
31 O -4.063 -4.587 0.217  C30 1.164
32 N -2.672 -2.799 -0.038  C30 1.527, H33 1.027, H34 1.044, C35 1.511
33 H -3.042 -2.203 0.712  N32 1.027
34 H -1.663 -2.568 -0.170  N32 1.044
35 C -3.289 -2.463 -1.376  N32 1.511, H39 1.081, H40 1.083, H41 1.085
36 H -2.019 -6.042 1.071  C29 1.087
37 H -0.867 -4.678 0.960  C29 1.092
38 H -1.441 -5.525 -0.414  C29 1.110
39 H -3.072 -1.418 -1.542  C35 1.081
40 H -4.344 -2.706 -1.329  C35 1.083
41 H -2.784 -3.072 -2.119  C35 1.085
42 C 3.040 -2.617 4.584  C43 1.466, H49 1.099, H50 1.096, H51 1.090
43 C 3.898 -3.279 3.596  C42 1.466, O44 1.162, N45 1.555
44 O 3.780 -4.274 3.008  C43 1.162
45 N 5.010 -2.334 3.059  C43 1.555, H46 1.025, H47 1.026, C48 1.478
46 H 4.966 -2.284 2.036  N45 1.025
47 H 4.889 -1.366 3.377  N45 1.026
48 C 6.337 -2.794 3.517  N45 1.478, H52 1.085, H53 1.090, H54 1.084
49 H 2.539 -3.336 5.247  C42 1.099
50 H 2.193 -2.192 4.034  C42 1.096
51 H 3.539 -1.935 5.273  C42 1.090
52 H 7.129 -2.136 3.175  C48 1.085
53 H 6.533 -3.753 3.038  C48 1.090
54 H 6.289 -2.945 4.589  C48 1.084
55 C 0.212 1.992 -3.228  C56 1.502, H62 1.094, H63 1.085, H64 1.090
56 C -1.290 1.982 -3.189  C55 1.502, O57 1.169, N58 1.508
57 O -2.028 2.780 -3.619  C56 1.169
58 N -1.848 0.877 -2.329  C56 1.508, H59 1.023, H60 1.056, C61 1.493
59 H -2.444 0.281 -2.910  N58 1.023
60 H -1.090 0.324 -1.844  N58 1.056
61 C -2.605 1.454 -1.178  N58 1.493, H65 1.078, H66 1.088, H67 1.085
62 H 0.534 0.951 -3.334  C55 1.094
63 H 0.633 2.491 -2.361  C55 1.085
64 H 0.516 2.462 -4.163  C55 1.090
65 H -2.926 0.619 -0.576  C61 1.078
66 H -3.422 2.114 -1.463  C61 1.088
67 H -1.923 2.149 -0.696  C61 1.085
68 C -2.400 5.860 -1.511  C69 1.496, H76 1.086, H77 1.090, H78 1.091
69 C -1.095 6.376 -2.029  C68 1.496, N70 1.460, H79 1.093, H80 1.092
70 N 0.056 5.685 -1.456  C69 1.460, C71 1.372, C74 1.327
71 C 0.042 4.865 -0.357  N70 1.372, C72 1.350, H81 1.081
72 C 1.287 4.359 -0.224  C71 1.350, N73 1.382, H82 1.070
73 N 2.044 4.889 -1.251  C72 1.382, C74 1.323, C75 1.461
74 C 1.269 5.661 -1.994  N70 1.327, N73 1.323, H83 1.076
75 C 3.483 4.676 -1.392  N73 1.461, H84 1.090, H85 1.085, H86 1.091
76 H -2.611 6.033 -0.460  C68 1.086
77 H -2.516 4.800 -1.733  C68 1.090
78 H -3.194 6.361 -2.067  C68 1.091
79 H -0.994 7.450 -1.856  C69 1.093
80 H -1.046 6.295 -3.116  C69 1.092
81 H -0.854 4.720 0.230  C71 1.081
82 H 1.733 3.667 0.459  C72 1.070
83 H 1.586 6.115 -2.917  C74 1.076
84 H 3.683 3.723 -1.883  C75 1.090
85 H 3.985 4.747 -0.433  C75 1.085
86 H 3.940 5.447 -2.013  C75 1.091
87 C -5.758 4.905 0.096  F88 1.322, F89 1.355, F90 1.330, S91 1.840
88 F -6.983 5.062 0.565  C87 1.322
89 F -5.845 4.660 -1.233  C87 1.355
90 F -5.078 6.041 0.229  C87 1.330
91 S -4.898 3.518 0.945  C87 1.840, O92 1.470, O93 1.443, O94 1.443
92 O -3.530 3.682 0.432  S91 1.470
93 O -5.013 3.841 2.347  S91 1.443
94 O -5.551 2.291 0.559  S91 1.443
95 C -0.665 -2.571 4.613  F96 1.316, F97 1.326, F98 1.374, S99 1.854
96 F -0.406 -2.230 5.858  C95 1.316
97 F -1.943 -2.358 4.332  C95 1.326
98 F 0.036 -1.712 3.801  C95 1.374
99 S -0.161 -4.309 4.209  C95 1.854, O100 1.437, O101 1.432, O102 1.463
100 O 0.868 -4.652 5.152  S99 1.437
101 O -1.375 -5.059 4.331  S99 1.432
102 O 0.333 -4.204 2.836  S99 1.463

Its HOMO-LUMO gap is 6.35 eV. As for the total energy: -105303.592 eV. The value obtained for the relative energy (zero: lowest compared OMol25 entry of this formula, charge and spin) is 0.0 kJ/mol. The value obtained for the molecular weight is 848.80 g/mol. As for the net charge: +2.

=====

(2)
Molecular formula: C2H6N6
Method: DFT, wB97M-V/def2-TZVPD

Last columns: bonded neighbours and bond lengths (Å).
Atoms and positions in Å:
1 N 2.575 -0.255 0.124  N2 1.422, H9 1.036, H10 0.986
2 N 1.494 0.591 -0.247  N1 1.422, C3 1.297
3 C 0.361 -0.041 -0.262  N2 1.297, C4 1.445, N7 1.381
4 C 0.026 -1.429 -0.040  C3 1.445, N5 1.286, H11 1.060
5 N -1.238 -1.565 0.152  C4 1.286, N6 1.347
6 N -1.779 -0.333 0.090  N5 1.347, N7 1.348, H12 1.003
7 N -0.856 0.608 -0.193  C3 1.381, N6 1.348, N8 1.383
8 N -0.971 1.910 0.258  N7 1.383, H13 1.064, H14 1.020
9 H 3.374 0.325 -0.191  N1 1.036
10 H 2.611 -0.138 1.102  N1 0.986
11 H 0.733 -2.219 -0.054  C4 1.060
12 H -2.618 -0.398 -0.456  N6 1.003
13 H -0.010 2.061 0.689  N8 1.064
14 H -0.995 2.504 -0.571  N8 1.020

The structure (SMILES) is N/N=c1\cn[nH]n1N. Its HOMO-LUMO gap is 8.82 eV. As for the total energy: -11107.955 eV. The value obtained for the relative energy (zero: lowest compared OMol25 entry of this formula, charge and spin) is 226.1 kJ/mol. The value obtained for the molecular weight is 114.11 g/mol. As for the net charge: 0.

=====

(3)
Molecular formula: C2H8NO3PS
Method: DFT, wB97M-V/def2-TZVPD

Last columns: bonded neighbours and bond lengths (Å).
Atoms and positions in Å:
1 N -2.626 -0.838 -2.844  C2 1.390, H7 1.017, H8 1.015
2 C -1.929 -1.878 -2.238  N1 1.390, O3 1.189, O4 1.388
3 O -2.354 -2.968 -2.028  C2 1.189
4 O -0.637 -1.540 -1.861  C2 1.388, P5 1.627
5 P -0.192 -0.098 -1.254  O4 1.627, S6 1.913, H9 1.390, H10 1.390
6 S -0.329 0.124 0.642  P5 1.913
7 H -3.484 -1.234 -3.220  N1 1.017
8 H -2.110 -0.416 -3.609  N1 1.015
9 H 1.102 -0.035 -1.756  P5 1.390
10 H -0.892 0.852 -1.989  P5 1.390
11 C 2.530 1.294 3.575  O12 1.419, H13 1.088, H14 1.094, H15 1.094
12 O 1.447 1.983 2.969  C11 1.419, H16 0.964
13 H 3.021 1.996 4.244  C11 1.088
14 H 2.189 0.436 4.162  C11 1.094
15 H 3.259 0.951 2.835  C11 1.094
16 H 1.003 1.370 2.372  O12 0.964

The structure (SMILES) is NC(=O)O[PH2]=S.CO. Its HOMO-LUMO gap is 9.88 eV. As for the total energy: -29960.805 eV. The value obtained for the relative energy (zero: lowest compared OMol25 entry of this formula, charge and spin) is 131.5 kJ/mol. The value obtained for the molecular weight is 157.13 g/mol. As for the net charge: 0.

=====

(4)
Molecular formula: C5H15NO
Method: DFT, wB97M-V/def2-TZVPD

Last columns: bonded neighbours and bond lengths (Å).
Atoms and positions in Å:
1 C -1.309 -0.747 -0.806  C2 1.529, N6 1.473, H7 1.089, H8 1.099
2 C -0.228 -0.635 0.270  C1 1.529, C3 1.536, H9 1.082, H10 1.101
3 C 0.304 0.801 0.375  C2 1.536, C4 1.521, C5 1.547, H11 1.140
4 C 1.773 1.016 0.709  C3 1.521, H12 1.083, H13 1.098, H14 1.093
5 C -0.726 1.646 1.161  C3 1.547, H15 1.122, H16 1.126, H17 1.077
6 N -2.584 -1.381 -0.432  C1 1.473, H18 1.013, H19 1.025
7 H -1.546 0.162 -1.357  C1 1.089
8 H -0.819 -1.288 -1.628  C1 1.099
9 H 0.623 -1.261 0.036  C2 1.082
10 H -0.597 -0.990 1.245  C2 1.101
11 H 0.232 1.167 -0.702  C3 1.140
12 H 1.972 1.675 1.546  C4 1.083
13 H 2.289 0.099 1.022  C4 1.098
14 H 2.395 1.361 -0.120  C4 1.093
15 H -1.543 1.006 1.585  C5 1.122
16 H -0.120 2.273 1.874  C5 1.126
17 H -1.220 2.440 0.627  C5 1.077
18 H -2.365 -2.344 -0.207  N6 1.013
19 H -3.006 -1.058 0.444  N6 1.025
20 H 2.875 -1.371 -2.246  O22 0.977
21 H 1.446 -0.959 -1.767  O22 0.974
22 O 2.156 -1.611 -1.629  H20 0.977, H21 0.974

Its HOMO-LUMO gap (alpha / beta) is 2.53 / 9.93 eV. As for the total energy: -8963.842 eV. The value obtained for the relative energy (zero: lowest compared OMol25 entry of this formula, charge and spin) is 99.9 kJ/mol. The value obtained for the molecular weight is 105.18 g/mol. As for the net charge: -1. The multiplicity is 2.